# 1
A molecular structure, C25H22N5O3ReS3, computed with ωB97M-V/def2-TZVPD.

Last column: Löwdin charge in e.
Geometry (Å):
Re  0.559  -0.196  0.605  1.680
N  2.373  -0.392  -0.745  -0.048
C  3.546  0.199  -0.053  -0.110
C  3.430  -0.044  1.437  -0.547
O  4.393  -0.039  2.172  0.091
N  2.133  -0.225  1.818  -0.164
C  1.807  -0.519  3.214  -0.098
C  0.382  -0.078  3.462  -0.583
O  -0.061  0.162  4.544  0.132
O  -0.367  0.021  2.332  -0.203
H  2.523  -1.385  -0.896  0.095
H  2.231  0.037  -1.651  0.086
H  3.536  1.277  -0.219  0.126
H  4.495  -0.193  -0.410  0.133
H  2.491  -0.043  3.908  0.135
H  1.841  -1.598  3.396  0.139
S  -3.393  -2.263  -0.607  1.173
C  -3.749  -0.565  -0.714  -0.439
C  -4.952  0.051  -1.040  -0.067
C  -4.996  1.431  -1.015  -0.061
C  -3.867  2.179  -0.658  -0.052
C  -2.674  1.563  -0.338  -0.014
C  -2.618  0.173  -0.380  -0.281
N  -1.504  -0.620  -0.099  -0.053
C  -1.776  -1.895  -0.168  -0.537
C  -0.720  -2.859  0.120  -0.252
C  -0.884  -4.235  0.008  -0.029
C  0.182  -5.072  0.299  -0.054
C  1.396  -4.528  0.703  -0.054
C  1.552  -3.150  0.817  -0.102
C  0.497  -2.285  0.523  -0.225
H  -5.828  -0.532  -1.291  0.118
H  -5.920  1.939  -1.260  0.114
H  -3.935  3.259  -0.619  0.114
H  -1.810  2.139  -0.023  0.101
H  -1.837  -4.654  -0.301  0.109
H  0.066  -6.145  0.218  0.114
H  2.226  -5.181  0.944  0.114
H  2.503  -2.758  1.163  0.099
C  -0.453  -1.274  -3.274  -0.048
C  -0.454  0.199  -2.994  -0.617
N  0.101  0.755  -1.950  -0.004
C  -0.065  2.117  -1.942  -0.366
C  -0.754  2.613  -2.998  -0.324
S  -1.208  1.337  -4.032  1.125
C  0.477  2.860  -0.799  -0.339
C  0.689  4.193  -0.768  -0.320
S  1.282  4.649  0.758  1.154
C  1.233  3.037  1.303  -0.590
N  0.802  2.189  0.385  -0.014
C  1.655  2.740  2.704  -0.041
H  0.016  -1.802  -2.445  0.067
H  0.092  -1.501  -4.191  0.090
H  -1.471  -1.652  -3.393  0.087
H  -1.036  3.635  -3.200  0.091
H  0.536  4.909  -1.561  0.093
H  1.847  3.668  3.241  0.088
H  2.569  2.145  2.722  0.086
H  0.873  2.208  3.241  0.079

As for the spin multiplicity: 4. The HOMO energy (alpha / beta) is -11.12 / -11.60 eV. As for the strongest force on any atom: 0.0099 hartree/bohr. The value obtained for the molar mass is 722.89 g mol⁻¹. For the HOMO-LUMO gap (alpha / beta), the calculation gives 8.102 / 7.779 eV. As for the total charge: +1.



# 2
A molecular structure, C25H22N5O4Ru, computed with ωB97M-V/def2-TZVPD.

Last column: Löwdin charge in e.
Geometry (Å):
Ru  -0.105  0.436  -0.217  1.426
C  -1.819  -1.841  0.525  -0.088
N  -0.698  -1.084  1.159  -0.237
C  0.520  -1.898  1.382  -0.094
C  1.664  -0.946  1.640  -0.241
C  2.715  -1.241  2.485  0.018
C  3.728  -0.308  2.656  -0.002
C  3.647  0.905  1.991  -0.004
C  2.560  1.143  1.170  -0.065
N  1.597  0.233  0.988  -0.013
C  -1.143  -0.469  2.451  -0.068
C  -1.409  0.997  2.347  -0.232
C  -1.979  1.703  3.392  0.015
C  -2.222  3.056  3.232  -0.004
C  -1.892  3.659  2.027  -0.008
C  -1.319  2.899  1.030  -0.065
N  -1.077  1.587  1.197  -0.013
C  -2.603  -0.987  -0.447  -0.226
C  -3.909  -1.288  -0.778  0.017
C  -4.549  -0.542  -1.758  -0.005
C  -3.868  0.492  -2.378  -0.011
C  -2.567  0.756  -1.993  -0.074
N  -1.954  0.032  -1.052  -0.029
H  -1.393  -2.669  -0.034  0.108
H  -2.478  -2.257  1.288  0.138
H  0.397  -2.596  2.213  0.148
H  0.704  -2.474  0.473  0.121
H  2.736  -2.190  3.005  0.133
H  4.562  -0.521  3.311  0.131
H  4.406  1.665  2.104  0.129
H  2.447  2.084  0.646  0.124
H  -2.050  -0.970  2.789  0.141
H  -0.385  -0.650  3.215  0.145
H  -2.233  1.191  4.310  0.135
H  -2.666  3.631  4.033  0.131
H  -2.067  4.711  1.854  0.128
H  -1.025  3.323  0.082  0.115
H  -4.416  -2.104  -0.280  0.133
H  -5.571  -0.768  -2.032  0.130
H  -4.332  1.095  -3.144  0.126
H  -1.987  1.561  -2.424  0.123
O  1.318  -3.721  -2.860  0.154
C  0.792  -2.634  -2.312  -0.448
O  -0.277  -2.627  -1.750  0.088
C  1.673  -1.428  -2.487  -0.145
C  2.787  -1.540  -3.306  0.044
C  3.549  -0.418  -3.596  0.024
C  3.129  0.791  -3.080  0.052
C  2.009  0.814  -2.266  -0.171
N  1.296  -0.266  -1.923  0.110
C  1.515  2.152  -1.763  -0.560
O  2.121  3.167  -1.954  0.152
O  0.336  2.079  -1.164  -0.201
H  0.696  -4.460  -2.766  0.158
H  3.034  -2.504  -3.723  0.133
H  4.424  -0.489  -4.228  0.134
H  3.630  1.727  -3.283  0.141

As for the spin multiplicity: 2. The HOMO energy (alpha / beta) is -15.45 / -15.13 eV. As for the strongest force on any atom: 0.0077 hartree/bohr. The value obtained for the molar mass is 557.55 g mol⁻¹. The energy above the lowest of the compared OMol25 structures with the same formula, charge and spin comes out at 0.00 kJ/mol. For the HOMO-LUMO gap (alpha / beta), the calculation gives 9.501 / 7.956 eV. As for the total charge: +2.



# 3
A molecular structure, C25H23CdFN5O4S3, computed with ωB97M-V/def2-TZVPD.

Last column: Löwdin charge in e.
Geometry (Å):
Cd  0.468  -0.086  0.543  1.189
C  -1.328  7.378  -1.400  -0.025
C  -1.086  6.857  0.020  -0.320
C  -0.190  7.781  0.845  -0.137
C  1.217  7.833  0.265  -0.141
C  1.736  6.443  0.022  -0.141
C  3.096  6.220  -0.043  0.041
C  3.589  4.944  -0.282  -0.251
F  4.930  4.782  -0.330  0.057
C  2.752  3.874  -0.476  0.073
C  1.372  4.078  -0.416  -0.033
C  0.488  2.922  -0.654  -0.334
O  0.930  1.856  -1.083  -0.072
C  -0.907  3.190  -0.379  -0.023
C  -1.325  4.452  -0.131  0.028
N  -0.508  5.529  -0.050  -0.010
C  0.853  5.361  -0.150  -0.083
C  -1.943  2.075  -0.412  -0.626
O  -3.109  2.370  -0.660  0.013
O  -1.499  0.913  -0.185  -0.263
H  -1.703  8.398  -1.365  0.080
H  -2.063  6.752  -1.904  0.083
H  -0.407  7.352  -1.978  0.083
H  -2.052  6.762  0.531  0.147
H  -0.141  7.399  1.867  0.127
H  -0.633  8.779  0.872  0.116
H  1.876  8.367  0.952  0.119
H  1.216  8.391  -0.676  0.117
H  3.787  7.035  0.106  0.125
H  3.128  2.877  -0.649  0.096
H  -2.382  4.637  0.004  0.144
S  0.569  0.482  2.957  0.450
C  2.124  -0.261  3.184  -0.837
C  2.361  -0.780  4.463  -0.338
N  2.540  -1.200  5.522  0.137
C  3.103  -0.376  2.223  -0.816
S  2.992  0.187  0.583  0.506
C  4.314  -1.014  2.509  -0.348
N  5.331  -1.533  2.671  0.135
C  -3.920  -2.472  -0.035  -0.218
S  -2.701  -1.034  0.034  0.952
O  -1.552  -1.633  0.751  -0.609
C  -2.294  -1.254  -1.725  -0.360
C  -1.671  -2.416  -2.144  -0.098
C  -1.379  -2.601  -3.484  -0.086
C  -1.668  -1.600  -4.398  -0.095
C  -2.259  -0.423  -3.968  -0.072
C  -2.596  -0.258  -2.635  -0.065
H  -3.464  -3.374  -0.423  0.032
H  -4.752  -2.166  -0.662  0.045
H  -4.262  -2.645  0.978  0.034
H  -1.425  -3.180  -1.420  0.101
H  -0.924  -3.526  -3.815  0.099
H  -1.415  -1.731  -5.441  0.097
H  -2.453  0.374  -4.671  0.102
H  -3.077  0.645  -2.295  0.096
N  1.212  -2.900  1.360  -0.069
N  1.416  -2.540  -0.009  -0.139
H  1.512  -3.856  1.556  0.073
H  0.221  -2.806  1.578  0.032
H  1.203  -3.302  -0.659  0.065
H  2.400  -2.287  -0.111  0.012

The HOMO energy is -4.10 eV. As for the strongest force on any atom: 0.0600 hartree/bohr. The value obtained for the molar mass is 685.10 g mol⁻¹. For the HOMO-LUMO gap, the calculation gives 6.264 eV. As for the total charge: -1.